{"formula": "C5H12NO2", "method": "the ωB97M-V functional and the def2-TZVPD basis", "e_tot_ha": -402.65217, "total_charge": 1, "orbital_gap_ha": 0.38399, "e_above_lowest_kcal_mol": 43.7, "e_homo_ha": -0.497, "molar_mass_g_mol": 118.2, "elements": ["O", "C", "C", "C", "C", "C", "N", "H", "H", "H", "H", "H", "H", "H", "H", "H", "H", "H", "H", "O"], "xyz": [[1.1283, -0.6461, -1.6618], [0.5816, -1.7123, -1.7964], [-0.4087, -2.1436, -0.7528], [-0.7825, -1.2816, 0.4267], [-0.8339, 0.1703, 0.2366], [-1.5419, 0.8999, -0.6190], [0.3405, 0.9005, 0.8415], [0.7829, -2.4696, -2.5754], [-0.1400, -3.2010, -0.4871], [-1.3160, -2.6950, -1.1474], [-1.7948, -1.6078, 0.7231], [-0.3467, -1.5656, 1.3944], [-1.5232, 1.9738, -0.7356], [-2.3552, 0.4221, -1.1504], [0.3909, 0.8411, 1.8586], [0.3056, 1.8982, 0.6302], [1.2486, 0.6495, 0.4442], [2.8836, 3.1574, 1.4441], [1.4057, 3.5705, 1.5778], [1.9753, 2.8394, 1.3486]], "forces_ev_per_angstrom": [[0.575, 0.025, -0.552], [-0.898, 0.014, 1.501], [-0.865, -3.219, -0.830], [-1.577, -1.275, 1.451], [1.437, 1.793, -1.161], [-0.938, -0.733, 0.749], [-0.702, 0.349, -0.058], [0.154, 0.454, -0.202], [1.091, 0.860, 0.765], [0.204, 1.696, -0.704], [-0.053, 0.301, -0.503], [0.959, 0.294, -0.454], [0.511, 0.035, 0.029], [0.031, -0.096, -0.039], [0.113, -0.211, -0.003], [-0.172, -0.065, -0.020], [-0.044, -0.603, -0.128], [-0.214, 0.018, -0.035], [0.054, 0.615, 0.232], [0.335, -0.250, -0.038]]}